DFT (wB97M-V/def2-TZVPD) results for C37H32IrN5O4PSSe as an isolated structure.

The geometry in XYZ format:
```
82
Properties=species:S:1:pos:R:3:forces:R:3:lowdin_charge:R:1
Ir -0.155350 -1.609054 -0.028576 -0.9942 0.2994 0.8226 1.356
C -5.753457 -2.310741 5.580809 0.0682 0.0317 -0.0332 -0.058
C -4.572778 -1.696472 4.875898 -0.0413 -0.0153 -0.0235 -0.276
C -4.168234 -0.398309 5.171007 0.0020 -0.0274 -0.0022 -0.049
C -3.041426 0.146091 4.574459 0.0349 0.0044 -0.0051 -0.057
C -2.314839 -0.614980 3.669561 -0.1357 0.0245 0.0339 -0.260
C -2.720003 -1.900019 3.329772 0.0539 -0.0137 0.0507 -0.017
C -3.845319 -2.428557 3.940571 0.0033 0.0389 0.0208 -0.021
S -0.841691 0.063876 2.963866 0.1384 0.3960 0.0022 0.617
O 0.268794 -0.791827 3.303725 -0.1024 -0.1961 -0.0144 -0.298
O -0.731178 1.419610 3.463911 -0.0561 0.0271 -0.0280 -0.329
N -1.044402 0.005551 1.364840 0.9121 -0.3617 0.5253 -0.208
C -1.847724 0.937555 0.736382 -0.0519 -0.0277 -0.0210 -0.268
C -2.479147 2.042371 1.286411 0.0380 0.0683 0.0469 -0.019
C -3.210170 2.938026 0.486455 0.0066 -0.0768 0.0594 -0.081
C -3.356760 2.745877 -0.856206 0.0186 0.0161 -0.0543 -0.061
C -2.756712 1.616057 -1.452081 0.0033 -0.1073 -0.0166 -0.158
C -2.862051 1.336915 -2.833142 -0.1250 0.0878 -0.0151 -0.016
C -2.264163 0.234313 -3.352325 -0.1330 -0.0675 0.0520 -0.043
C -1.552632 -0.622266 -2.496281 -0.0072 -0.0612 -0.1329 -0.140
N -1.444391 -0.397799 -1.208732 0.6717 -0.6686 0.4816 -0.030
C -2.019092 0.716141 -0.655262 -0.0865 0.0019 -0.2607 -0.140
H -6.515750 -1.562633 5.801259 -0.0124 -0.0186 -0.0012 0.072
H -5.436603 -2.753165 6.528247 -0.0297 -0.0071 0.0044 0.081
H -6.200524 -3.101959 4.979518 -0.0230 0.0112 0.0089 0.073
H -4.738053 0.191497 5.880560 0.0123 0.0001 0.0048 0.107
H -2.711085 1.148798 4.809428 -0.0016 -0.0095 0.0084 0.105
H -2.144645 -2.488135 2.621839 -0.0172 0.0155 0.0106 0.091
H -4.155278 -3.436282 3.689340 0.0115 0.0043 0.0072 0.117
H -2.371752 2.246280 2.337903 -0.0114 0.0361 -0.0037 0.086
H -3.651246 3.807095 0.959473 -0.0401 -0.0304 0.0198 0.101
H -3.921214 3.436609 -1.470674 0.0315 -0.0093 -0.0145 0.104
H -3.429326 2.015981 -3.459652 0.0343 0.0121 -0.0082 0.118
H -2.324696 -0.002396 -4.404856 0.0242 -0.0547 0.0065 0.115
H -1.067579 -1.508679 -2.872324 0.0652 0.1652 -0.0843 0.058
N 1.709824 -1.925202 1.277620 -0.8215 0.0543 -0.1668 -0.051
C 1.724543 -3.122999 2.108026 0.1116 -0.0533 0.0121 -0.152
C 0.295900 -3.582420 2.342800 0.0934 -0.0136 -0.0253 -0.677
O 0.066217 -4.382334 3.236962 -0.1229 -0.0189 -0.0654 0.029
O -0.561367 -3.081935 1.531454 -0.9747 0.2922 -0.0985 -0.223
H 2.598880 -1.706646 0.848872 -0.1072 -0.0436 -0.2821 0.082
H 1.421473 -1.162804 1.889836 0.4251 0.0961 0.0845 0.028
H 2.165205 -2.944057 3.089077 0.1063 0.0169 -0.0354 0.122
H 2.268977 -3.927961 1.613350 -0.0009 0.0210 -0.0495 0.125
N 1.216197 -1.160936 -1.420004 -0.0796 0.2586 -0.6277 -0.392
P 2.012745 0.146416 -1.651725 -0.2268 0.1715 0.2297 0.735
C 1.184173 1.545962 -2.516354 -0.1227 -0.0701 0.0329 -0.270
C 0.746357 1.268826 -3.815220 0.1005 0.0936 0.0496 -0.102
C 0.081671 2.229738 -4.557048 0.0722 0.0401 -0.0013 -0.096
C -0.177051 3.477424 -4.000857 -0.0079 -0.0093 -0.0316 -0.098
C 0.230881 3.756007 -2.706650 0.0284 -0.0116 0.0282 -0.083
C 0.915244 2.796209 -1.966362 0.0548 0.0220 -0.1070 -0.069
C 3.395292 -0.175494 -2.778861 -0.0802 -0.1465 -0.0819 -0.307
C 3.639372 -1.493515 -3.148384 0.0804 0.0150 0.0117 -0.072
C 4.644412 -1.780451 -4.064600 -0.0237 0.0369 0.0197 -0.081
C 5.396617 -0.751047 -4.612417 0.0011 -0.0110 -0.0017 -0.098
C 5.151895 0.567198 -4.244976 0.0042 0.0259 0.0152 -0.090
C 4.149587 0.856497 -3.331646 0.0370 -0.0729 0.0492 -0.090
C 2.745720 0.907728 -0.160358 -0.0029 -0.1047 -0.0020 -0.286
C 4.105764 0.809527 0.130754 -0.0750 0.0786 0.0020 -0.086
C 4.585098 1.208500 1.373023 0.0227 -0.0389 -0.0506 -0.090
C 3.710952 1.691301 2.335987 0.0016 -0.0016 0.0176 -0.081
C 2.349781 1.767313 2.067976 -0.0168 -0.0024 -0.0157 -0.063
C 1.871885 1.371119 0.827358 0.1326 0.0693 -0.0467 -0.115
H 0.942373 0.286744 -4.233884 -0.0349 0.0183 -0.0344 0.117
H -0.243845 2.009189 -5.566541 0.0091 -0.0183 0.0053 0.104
H -0.697667 4.231134 -4.579624 -0.0079 -0.0094 0.0120 0.098
H 0.025134 4.725995 -2.270763 -0.0010 -0.0159 0.0158 0.101
H 1.258304 3.037024 -0.969166 -0.0337 0.0068 0.0056 0.093
H 3.018144 -2.267583 -2.712662 -0.0130 0.0012 -0.0320 0.095
H 4.831470 -2.805524 -4.358689 -0.0056 0.0013 0.0055 0.100
H 6.173001 -0.973477 -5.334455 0.0002 0.0032 0.0074 0.096
H 5.736429 1.368483 -4.679915 0.0027 -0.0004 0.0107 0.098
H 3.947833 1.882707 -3.044342 -0.0042 0.0082 -0.0483 0.113
H 4.785855 0.411596 -0.612785 0.0341 0.0219 0.0194 0.097
H 5.642864 1.126104 1.592127 -0.0028 0.0142 -0.0044 0.098
H 4.088374 1.993420 3.305145 -0.0099 -0.0127 0.0016 0.100
H 1.651208 2.100768 2.825154 0.0033 -0.0092 -0.0149 0.097
H 0.807083 1.390058 0.633263 0.0092 0.0577 0.0439 0.082
Se -1.772684 -4.400530 -3.693447 -0.0653 0.0630 -0.0378 0.419
C -1.361133 -3.621989 -2.140714 -0.0020 -0.3549 0.2199 -0.942
N -1.098539 -3.121455 -1.121457 1.2513 0.0441 -0.4857 -0.088
```
Forces are in eV/Å.

- Charge: -1
- Energy relative to the best compared isomer or geometry (same formula, charge and spin): 2.989 eV
- HOMO energy: -4.6199 eV
- Kohn-Sham gap: 0.2531 hartree



DFT (wB97M-V/def2-TZVPD) results for a 2-piece molecular cluster, C9H14 overall.

The geometry in XYZ format:
```
23
Properties=species:S:1:pos:R:3:forces:R:3:lowdin_spin:R:1
C -2.151053 -1.404407 -2.554272 1.3888 -0.6796 0.0911 0.065
C -2.998504 0.161901 -0.923127 0.9533 -0.4281 -0.2253 0.186
C -1.755362 -0.395930 -1.514202 -1.6844 -0.3247 -0.1668 0.201
C -2.920698 0.933580 0.200980 0.5306 0.8769 0.2084 0.048
C -1.674091 1.239749 0.782318 -1.5624 0.5044 0.7041 0.169
C -0.553722 -0.106452 -0.918869 0.2738 0.3883 0.9348 0.042
C -0.519210 0.672523 0.251762 1.6785 -0.5455 -0.5285 0.172
H -3.916224 0.084046 -1.488837 -0.1534 -0.1535 0.0481 0.028
H -3.844711 1.387365 0.546382 0.0708 0.1104 0.3347 -0.002
H -1.379615 -2.134882 -2.849649 0.4763 0.7288 -0.3587 0.006
H -2.510101 -0.823873 -3.401327 -0.4379 -0.6439 -0.4342 0.008
H -1.582412 1.913174 1.630466 -0.2470 -0.1012 0.0287 0.014
H 0.436571 -0.376972 -1.280985 -0.2931 -0.5592 -0.3278 0.002
H 0.452328 0.840507 0.737061 -0.3396 0.0816 -0.2656 0.018
H -2.869634 -2.150111 -2.161759 -0.6097 0.7399 -0.0265 0.028
C 3.456951 0.374434 2.246507 1.2608 -0.1394 0.8076 0.002
C 3.453912 -0.333079 0.875369 -1.3709 -0.4698 2.2272 0.006
H 3.590401 -0.306012 3.110974 -0.1429 -0.0153 -0.5451 0.001
H 4.366941 0.973911 2.261502 0.0444 0.3814 0.1818 0.000
H 2.655061 1.043376 2.540967 -0.4531 -0.1092 -0.5750 0.000
H 4.467948 -0.664459 0.715532 0.2569 0.3043 -0.8768 0.001
H 2.864688 -1.247253 0.999198 -0.1347 0.1153 -0.4067 0.005
H 2.930532 0.318866 0.194020 0.4947 -0.0618 -0.8296 0.001
```
Forces are in eV/Å.

- Charge: -1
- Energy relative to the best compared isomer or geometry (same formula, charge and spin): 0.927 eV
- HOMO energy (alpha / beta): 1.0662 / -3.2268 eV
- Kohn-Sham gap (alpha / beta): 0.0903 / 0.2463 hartree
- 2S+1: 2



DFT (wB97M-V/def2-TZVPD) results for C19H28BeNP as an isolated structure.

The geometry in XYZ format:
```
50
Properties=species:S:1:pos:R:3:forces:R:3:lowdin_charge:R:1
C 1.615009 -2.756794 -2.800180 -0.3168 -0.2856 0.7481 -0.085
C 1.742189 -1.376350 -2.971726 -0.4225 -0.3308 0.9033 -0.050
C 1.258379 -0.496919 -1.978428 0.5725 -0.8765 -1.5933 -0.231
C 0.661596 -0.996550 -0.818697 -0.2855 1.0672 0.9398 -0.101
C 0.533474 -2.362615 -0.633327 0.5009 -1.0237 -1.1085 -0.278
C 1.015436 -3.256690 -1.632862 -0.3193 1.4164 0.2337 -0.051
C 1.446954 0.982065 -2.263735 0.4138 0.3460 -0.0835 -0.130
C 0.251004 1.926431 -2.071143 -0.3474 0.2212 0.0448 -0.175
N -0.801609 1.414813 -1.150854 0.0780 0.2538 0.0170 -0.281
Be 0.129308 0.325939 0.212576 0.1746 1.3662 -0.5997 0.083
C -0.115031 -2.983992 0.606009 -0.4347 -1.4679 -0.0590 -0.289
P -1.464300 -1.996587 1.255388 2.2524 -0.9478 1.5325 0.777
H 2.227197 -0.999940 -3.855564 0.0480 0.1627 -0.2549 0.096
H 0.863174 -4.303656 -1.470769 0.1162 -0.5676 -0.1443 0.090
H 1.963278 -3.466232 -3.550586 -0.0098 0.2698 0.0954 0.096
H 0.603967 -3.129124 1.430152 -0.1943 0.0138 -0.2879 0.105
H -0.564490 -3.954995 0.345977 0.6944 -0.2000 -0.0874 0.081
H 2.272334 1.361011 -1.642683 -0.1699 -0.2327 -0.0536 0.105
H 1.779283 1.124802 -3.310253 -0.0517 -0.2309 0.4886 0.115
H 0.603588 2.894961 -1.674293 -0.1897 -0.4497 -0.2203 0.110
C -2.140805 -2.296067 2.852121 -1.0701 -1.8238 0.6790 -0.269
C -2.768271 -1.966831 0.075033 -1.0661 -0.1039 -0.8456 -0.227
H -0.220098 2.129493 -3.045805 0.0741 0.0473 0.1602 0.119
C -1.808205 0.663698 -1.939140 0.5033 -0.4343 0.7283 -0.067
C -1.490608 2.540856 -0.485972 0.0562 -0.5145 0.2732 -0.073
H -0.647966 -0.516021 1.396070 -1.7207 0.0840 -0.8961 0.032
H -2.205169 1.278946 -2.731567 -0.2069 0.3664 -0.3570 0.085
H -1.348368 -0.227465 -2.374645 -0.0306 0.1388 0.0518 0.092
H -2.625072 0.353439 -1.280039 0.1869 0.1271 -0.1281 0.067
H -1.990189 3.176154 -1.213287 -0.1415 0.1821 -0.1860 0.089
H -2.234728 2.129631 0.216727 0.2965 0.2007 -0.2615 0.090
H -0.761237 3.121587 0.073697 -0.0356 -0.0045 0.0635 0.081
H -3.309930 -2.923943 0.162821 -0.0203 0.3369 -0.0820 0.063
H -3.480114 -1.143541 0.269283 0.2930 -0.2884 -0.0350 0.062
H -2.411580 -1.886646 -0.966007 0.0454 -0.0040 0.5744 0.054
H -2.718228 -3.241130 2.836608 0.0518 0.3041 0.7199 0.043
H -1.356111 -2.310088 3.622489 -0.2765 -0.0885 -0.3269 0.056
H -2.834905 -1.470700 3.072324 0.2376 -0.1783 -0.0734 0.055
H -1.091671 -0.000356 0.836921 0.4657 3.1588 -0.3706 -0.003
C 2.584856 2.895589 3.178621 -0.0776 -0.1511 -0.2614 -0.118
C 2.571853 3.210072 1.806660 -0.3517 -0.5074 0.0213 -0.092
C 1.834418 2.401620 0.890655 0.8316 0.8375 2.2466 -0.115
C 1.074734 1.316157 1.369827 0.0133 -0.0442 -2.1678 -0.172
C 1.090244 1.047370 2.726206 -0.3284 -0.2533 0.2985 -0.147
C 1.838325 1.800952 3.619828 -0.1582 -0.3267 1.0127 -0.122
H 3.166922 3.472495 3.911363 -0.2788 -0.1595 -0.5184 0.096
H 3.134748 4.085299 1.469216 -0.1525 -0.3088 -0.0276 0.091
H 1.883009 2.697991 -0.146113 -0.0777 -0.1409 -0.0855 0.053
H 0.449076 0.210605 3.077847 0.5794 0.5467 0.1297 0.084
H 1.794331 1.501256 4.693259 0.2488 0.4979 -0.8472 0.104
```
Forces are in eV/Å.

- Charge: 0
- HOMO energy: -6.4267 eV
- Kohn-Sham gap: 0.2530 hartree